Density functional theory data (ωB97M-V/def2-TZVPD) for a 3-piece molecular cluster, C22H46N3O3 overall.

Cartesian coordinates (Å):
C (3.345, -1.319, 1.471)
C (3.011, -0.120, 0.598)
C (2.047, 0.845, 1.290)
C (2.005, 2.205, 0.603)
C (1.359, 3.320, 1.471)
C (-0.133, 3.227, 1.396)
C (-0.864, 3.960, 0.471)
N (-2.196, 3.795, 0.377)
C (-2.875, 2.939, 1.147)
C (-2.205, 2.184, 2.106)
C (-2.978, 1.209, 2.963)
O (-3.978, 0.562, 2.220)
C (-3.493, -0.464, 1.349)
C (-3.688, -0.128, -0.118)
C (-3.574, -1.372, -0.993)
C (-0.831, 2.344, 2.230)
H (2.437, -1.683, 1.956)
H (4.050, -1.073, 2.257)
H (3.742, -2.145, 0.895)
H (3.922, 0.429, 0.364)
H (2.608, -0.459, -0.353)
H (2.356, 0.945, 2.332)
H (1.059, 0.384, 1.288)
H (1.385, 2.095, -0.286)
H (3.000, 2.503, 0.295)
H (1.661, 3.161, 2.501)
H (1.700, 4.295, 1.141)
H (-0.397, 4.659, -0.200)
H (-2.719, 4.324, -0.306)
H (-3.938, 2.830, 1.011)
H (-2.291, 0.483, 3.396)
H (-3.453, 1.730, 3.790)
H (-4.055, -1.365, 1.582)
H (-2.438, -0.672, 1.536)
H (-2.910, 0.560, -0.449)
H (-4.654, 0.355, -0.240)
H (-4.266, -2.147, -0.692)
H (-3.740, -1.085, -2.025)
H (-2.546, -1.725, -0.938)
H (-0.284, 1.777, 2.965)
C (-4.971, -0.807, -6.020)
C (-5.755, -1.652, -5.022)
C (-7.152, -2.063, -5.508)
O (-8.116, -1.031, -5.465)
C (-8.134, -0.163, -6.584)
N (-5.806, -0.951, -3.733)
H (-5.325, 0.224, -6.046)
H (-3.917, -0.778, -5.743)
H (-5.043, -1.217, -7.029)
H (-5.195, -2.580, -4.870)
H (-7.528, -2.839, -4.837)
H (-7.106, -2.500, -6.514)
H (-7.896, -0.697, -7.508)
H (-7.442, 0.672, -6.457)
H (-9.142, 0.243, -6.666)
H (-6.232, -1.563, -3.042)
H (-6.469, -0.186, -3.829)
C (9.390, -1.139, 4.047)
C (8.452, -0.344, 3.144)
C (6.981, -0.773, 3.242)
O (6.666, -1.981, 2.577)
C (6.948, -3.164, 3.306)
N (8.959, -0.388, 1.771)
H (9.600, -2.128, 3.643)
H (10.344, -0.623, 4.141)
H (8.970, -1.260, 5.048)
H (8.490, 0.699, 3.474)
H (6.375, -0.006, 2.748)
H (6.653, -0.820, 4.289)
H (6.781, -3.024, 4.377)
H (7.972, -3.504, 3.138)
H (6.273, -3.939, 2.945)
H (8.411, 0.235, 1.184)
H (8.778, -1.316, 1.398)

gap between HOMO and LUMO	6.56	eV
charge	+1
total energy	-34165.6649	eV


Density functional theory data (ωB97M-V/def2-TZVPD) for a 6-piece molecular cluster, C22H46N5O7PSi overall in a non-equilibrium geometry.

Cartesian coordinates (Å):
O (-6.326, 5.856, -4.525)
P (-6.455, 4.324, -3.657)
O (-5.595, 3.115, -4.608)
Si (-5.636, 4.489, -1.626)
C (-4.339, 5.890, -1.378)
C (-2.872, 5.362, -1.983)
C (-2.761, 4.878, -3.573)
C (-1.363, 4.314, -4.268)
C (-0.021, 4.282, -3.325)
C (-0.098, 4.802, -1.753)
C (-1.494, 5.317, -1.054)
H (-6.281, 6.540, -3.770)
H (-5.092, 3.548, -5.364)
H (-6.792, 4.686, -0.725)
H (-4.928, 3.213, -1.353)
H (-4.630, 6.930, -1.832)
H (-4.255, 6.066, -0.200)
H (-3.702, 4.916, -4.307)
H (-1.344, 3.956, -5.406)
H (0.980, 3.887, -3.837)
H (0.898, 4.792, -1.129)
H (-1.481, 5.653, 0.079)
C (0.117, 1.898, 2.277)
O (-0.317, 2.884, 2.860)
N (-0.261, 1.482, 1.018)
C (0.301, 0.301, 0.397)
C (-1.253, 2.249, 0.293)
H (0.875, 1.244, 2.739)
H (0.791, 0.592, -0.537)
H (-0.507, -0.405, 0.183)
H (1.033, -0.179, 1.052)
H (-0.885, 3.271, 0.162)
H (-2.177, 2.279, 0.878)
H (-1.450, 1.800, -0.684)
C (0.274, -3.330, 1.880)
O (-0.072, -2.526, 1.024)
N (0.558, -3.026, 3.195)
C (0.962, -4.038, 4.148)
C (0.447, -1.652, 3.638)
H (0.389, -4.402, 1.650)
H (0.240, -4.059, 4.970)
H (1.952, -3.782, 4.537)
H (1.004, -5.026, 3.682)
H (-0.579, -1.307, 3.475)
H (1.125, -1.031, 3.045)
H (0.701, -1.566, 4.698)
C (4.435, -4.262, -0.213)
O (4.445, -4.314, 1.010)
N (3.560, -3.519, -0.976)
C (3.614, -3.512, -2.423)
C (2.553, -2.719, -0.310)
H (5.158, -4.833, -0.819)
H (3.790, -2.488, -2.765)
H (2.658, -3.871, -2.814)
H (4.417, -4.156, -2.791)
H (3.048, -1.998, 0.347)
H (1.922, -3.374, 0.298)
H (1.936, -2.188, -1.041)
C (4.070, 0.677, 2.271)
O (3.230, -0.089, 2.725)
N (4.842, 1.548, 3.010)
C (5.817, 2.425, 2.396)
C (4.674, 1.588, 4.448)
H (4.279, 0.728, 1.189)
H (6.806, 2.197, 2.806)
H (5.554, 3.461, 2.625)
H (5.840, 2.291, 1.311)
H (4.883, 0.595, 4.859)
H (3.638, 1.853, 4.678)
H (5.350, 2.321, 4.896)
C (-1.655, -6.820, -1.421)
O (-0.430, -6.826, -1.438)
N (-2.448, -5.697, -1.319)
C (-3.894, -5.775, -1.306)
C (-1.817, -4.397, -1.223)
H (-2.235, -7.754, -1.489)
H (-4.287, -5.202, -2.152)
H (-4.263, -5.346, -0.370)
H (-4.234, -6.811, -1.385)
H (-1.198, -4.235, -2.111)
H (-1.174, -4.378, -0.338)
H (-2.569, -3.607, -1.149)

structure (SMILES)	OP(O)[SiH2]Cc1ccccc1.CN(C)C=O.CN(C)C=O.CN(C)C=O.CN(C)C=O.CN(C)C=O
gap between HOMO and LUMO	8.17	eV
total energy	-62500.3799	eV
ΔE to the lowest compared entry with this formula, charge and spin	901.7	kJ/mol


Density functional theory data (ωB97M-V/def2-TZVPD) for a 2-piece molecular cluster, C22H46NO4 overall in a non-equilibrium geometry.

Cartesian coordinates (Å):
C (5.073, 1.699, 3.246)
O (5.491, 2.295, 2.040)
C (6.684, 1.698, 1.504)
C (6.450, 1.136, 0.123)
C (5.404, 0.028, 0.062)
C (3.989, 0.510, -0.255)
C (2.937, -0.590, -0.043)
C (1.991, -0.808, -1.252)
C (0.536, -0.484, -0.948)
C (-0.151, -1.529, -0.068)
C (-1.539, -1.036, 0.365)
C (-2.527, -2.157, 0.681)
C (-3.984, -1.772, 0.458)
C (-4.470, -0.700, 1.432)
C (-5.961, -0.719, 1.702)
C (-6.797, -0.018, 0.635)
C (-7.241, 1.418, 1.026)
C (-8.759, 1.622, 1.035)
C (-9.334, 2.373, -0.165)
N (-8.505, 3.516, -0.578)
O (-6.420, -2.076, 1.913)
C (-7.569, -2.179, 2.603)
O (-8.257, -3.207, 2.634)
H (5.752, 1.933, 4.070)
H (5.010, 0.617, 3.131)
H (4.087, 2.092, 3.473)
H (7.437, 2.485, 1.442)
H (7.075, 0.945, 2.188)
H (7.392, 0.687, -0.206)
H (6.224, 1.959, -0.552)
H (5.715, -0.647, -0.735)
H (5.424, -0.556, 0.983)
H (3.768, 1.373, 0.370)
H (3.987, 0.863, -1.284)
H (3.484, -1.517, 0.103)
H (2.325, -0.375, 0.830)
H (2.115, -1.806, -1.665)
H (2.315, -0.126, -2.037)
H (0.510, 0.467, -0.417)
H (-0.043, -0.421, -1.868)
H (0.469, -1.715, 0.809)
H (-0.231, -2.478, -0.596)
H (-1.408, -0.416, 1.250)
H (-1.919, -0.419, -0.449)
H (-2.318, -3.026, 0.059)
H (-2.387, -2.485, 1.711)
H (-4.104, -1.450, -0.576)
H (-4.583, -2.670, 0.582)
H (-4.239, 0.288, 1.038)
H (-3.941, -0.813, 2.376)
H (-6.125, -0.189, 2.641)
H (-7.693, -0.589, 0.408)
H (-6.254, 0.044, -0.306)
H (-6.751, 2.120, 0.361)
H (-6.876, 1.643, 2.024)
H (-9.289, 0.675, 1.114)
H (-9.025, 2.183, 1.929)
H (-9.542, 1.694, -0.996)
H (-10.303, 2.770, 0.129)
H (-7.767, 3.176, -1.183)
H (-9.064, 4.098, -1.188)
H (-7.851, -1.302, 3.212)
C (8.396, -1.940, -4.084)
C (7.979, -0.821, -3.102)
C (8.492, 0.523, -3.670)
O (8.488, -1.048, -1.870)
H (9.485, -1.997, -4.153)
H (8.020, -2.905, -3.738)
H (7.999, -1.770, -5.100)
H (6.855, -0.764, -3.176)
H (9.583, 0.517, -3.730)
H (8.186, 1.349, -3.023)
H (8.097, 0.726, -4.681)

gap between HOMO and LUMO	4.40	eV
charge	-1
total energy	-33239.1884	eV
ΔE to the lowest compared entry with this formula, charge and spin	0.0	kJ/mol


Among the records above, which one has the highest gap between HOMO and LUMO?
C22H46N5O7PSi


Number 3 is which compound?
C22H46NO4


Which value of total energy does entry 2 give?
-62500.3799 eV